A) Density functional theory data (ωB97M-V/def2-TZVPD) for a 4-piece molecular cluster, H8O4 overall.

Properties
LUMO level = 0.6 eV
total charge = 0
orbital gap = 11.66 eV
SMILES = O.O.O.O
multiplicity = 1

Last column: Mulliken charge in e.
Element x y z (Å)
O1 1.18857 2.15706 0.11384  -0.642
O2 2.53720 -0.91776 -0.63020  -0.645
H1 -3.20065 0.20426 -1.25777  0.291
O3 -2.55838 0.19925 -0.53913  -0.590
H2 0.53851 2.03685 -0.58756  0.324
H3 -3.06411 0.48670 0.22938  0.299
H4 2.60804 -1.58035 0.06618  0.304
H5 -1.12593 -1.58316 1.07224  0.291
H6 2.70397 -0.08323 -0.17771  0.339
H7 0.21043 -1.68068 0.35483  0.279
H8 0.72711 1.87590 0.91196  0.312
O4 -0.56474 -1.11485 0.44395  -0.564

---

B) Density functional theory data (ωB97M-V/def2-TZVPD) for a 4-piece molecular cluster, H8O4 overall.

Properties
LUMO level = 0.2 eV
total charge = 0
orbital gap = 10.76 eV
SMILES = O.O.O.O
multiplicity = 1

Last column: Mulliken charge in e.
Element x y z (Å)
H1 43.49100 24.55900 24.13500  0.285
O1 42.68900 24.73400 24.49100  -0.575
H2 44.60000 28.25500 24.23500  0.404
H3 43.48000 27.78800 25.28200  0.362
O2 45.62000 29.32800 23.09900  -0.706
H4 42.95600 25.48700 24.87900  0.281
O3 45.38500 28.44500 27.48200  -0.675
O4 44.35000 27.67000 25.00300  -0.736
H5 45.73400 27.61900 27.86800  0.299
H6 45.22400 28.36800 26.44600  0.390
H7 46.33900 29.94700 23.06900  0.312
H8 45.89600 28.39900 22.61800  0.359

---

Least stable of them? B).

---

A) Density functional theory data (ωB97M-V/def2-TZVPD) for a 4-piece molecular cluster, H8O4 overall.

Properties
LUMO level = 0.5 eV
total charge = 0
orbital gap = 10.53 eV
SMILES = O.O.O.O
multiplicity = 1

Last column: Mulliken charge in e.
Element x y z (Å)
O1 2.51020 0.45094 -0.08884  -0.617
H1 -0.36449 -1.38555 -0.20023  0.229
H2 -0.39493 2.04529 0.18909  0.253
H3 2.31658 -0.42466 -0.38495  0.338
O2 0.47026 -0.95807 -0.03081  -0.618
H4 -0.58456 0.76991 -0.74949  0.341
H5 0.62644 -1.13915 0.95240  0.332
O3 -0.89021 1.25347 0.07920  -0.585
H6 2.87419 0.34585 0.83655  0.297
H7 -2.03314 -1.11027 -0.24270  0.285
O4 -1.98696 -0.23415 0.11103  -0.606
H8 -2.54340 0.38638 -0.47126  0.351

---

B) Density functional theory data (ωB97M-V/def2-TZVPD) for a 4-piece molecular cluster, H8O4 overall.

Properties
LUMO level = 0.3 eV
total charge = 0
orbital gap = 10.77 eV
SMILES = O.O.O.O
multiplicity = 1

Last column: Mulliken charge in e.
Element x y z (Å)
O1 0.19392 0.88064 1.13634  -0.708
H1 0.33706 -0.75618 3.78623  0.313
H2 -0.59710 1.43145 0.95088  0.323
O2 -1.85329 0.21758 -1.90540  -0.618
H3 0.41528 -0.42780 2.29009  0.395
O3 0.80013 -0.14444 -1.56570  -0.725
H4 -1.98374 0.40692 -2.84490  0.339
O4 0.78541 -1.01988 2.95868  -0.652
H5 1.64890 -0.20775 -1.92868  0.277
H6 0.53513 -1.01846 -1.27907  0.364
H7 -0.95342 -0.03367 -1.94840  0.338
H8 0.67172 0.67160 0.34993  0.355

---

Least stable of them? A).

---

A) Density functional theory data (ωB97M-V/def2-TZVPD) for a 4-piece molecular cluster, H8O4 overall.

Properties
LUMO level = 0.4 eV
total charge = 0
orbital gap = 11.17 eV
SMILES = O.O.O.O
multiplicity = 1

Last column: Mulliken charge in e.
Element x y z (Å)
H1 -1.03239 1.50589 1.42851  0.351
H2 -0.61760 2.92650 1.10955  0.302
H3 2.63452 -0.42059 0.49278  0.347
H4 -1.25561 -1.38097 -2.37764  0.302
H5 -1.96406 -0.17377 -1.80087  0.295
O1 -1.29682 -0.82900 -1.59670  -0.649
H6 -0.49931 -0.56370 -0.08075  0.409
O2 -0.10286 -0.23474 0.72599  -0.661
H7 0.81792 -0.48825 0.66161  0.293
O3 -1.25818 2.41869 1.60757  -0.646
H8 2.14740 -1.79896 0.09945  0.352
O4 2.42694 -0.96110 -0.26945  -0.695

---

B) Density functional theory data (ωB97M-V/def2-TZVPD) for a 4-piece molecular cluster, H8O4 overall.

Properties
LUMO level = 0.2 eV
total charge = 0
orbital gap = 10.96 eV
SMILES = O.O.O.O
multiplicity = 1

Last column: Mulliken charge in e.
Element x y z (Å)
H1 0.31245 -0.77159 -0.04609  0.289
H2 1.72452 1.01599 0.68376  0.357
O1 1.14198 1.38759 0.01178  -0.726
H3 0.31238 0.91174 0.13144  0.434
O2 -0.50185 -0.47273 0.37414  -0.665
H4 -4.20305 -0.39477 -0.36000  0.312
H5 -2.82648 -0.52583 0.27084  0.281
O3 -3.36564 0.07175 -0.25944  -0.590
H6 -0.86541 -1.27040 0.77481  0.319
H7 1.88298 -0.66368 -0.52250  0.279
O4 2.76387 -0.70804 -0.13383  -0.613
H8 3.35575 -0.52996 -0.87340  0.323

---

Least stable of them? B).

---

A) Density functional theory data (ωB97M-V/def2-TZVPD) for a 4-piece molecular cluster, H8O4 overall.

Properties
LUMO level = 0.3 eV
total charge = 0
orbital gap = 11.64 eV
SMILES = O.O.O.O
multiplicity = 1

Last column: Mulliken charge in e.
Element x y z (Å)
H1 0.66991 -1.84670 0.08236  0.297
H2 0.79274 -0.39281 -1.28227  0.386
O1 -0.04405 -0.69794 -1.72931  -0.682
H3 0.31811 -1.49813 -2.16825  0.326
H4 -1.57461 2.70120 -0.61998  0.336
H5 -1.08421 2.17953 0.48814  0.285
O2 0.71895 -2.25123 0.99352  -0.631
H6 0.32609 0.84365 1.50650  0.313
O3 0.39314 0.50844 0.57256  -0.713
H7 1.62242 -2.19989 1.39849  0.330
O4 -1.82145 2.76754 0.34603  -0.615
H8 -0.31703 -0.11363 0.41221  0.368

---

B) Density functional theory data (ωB97M-V/def2-TZVPD) for a 4-piece molecular cluster, H8O4 overall.

Properties
LUMO level = 0.2 eV
total charge = 0
orbital gap = 10.71 eV
SMILES = O.O.O.O
multiplicity = 1

Last column: Mulliken charge in e.
Element x y z (Å)
O1 0.71586 -0.47982 0.11599  -0.681
H1 1.46632 3.46796 -0.04436  0.322
H2 -0.74663 -2.01168 1.00344  0.321
O2 -0.72317 -0.77171 -2.29436  -0.648
H3 -0.29756 -0.58498 -1.47334  0.404
H4 -0.00165 -0.08173 0.62875  0.344
O3 1.79888 2.63641 0.36371  -0.623
H5 1.40939 2.59499 1.22591  0.310
H6 -1.43617 -1.35565 -2.08018  0.311
H7 -2.02443 -1.49479 1.47239  0.298
H8 1.46949 0.00100 0.33554  0.255
O4 -1.63033 -1.92000 0.74649  -0.613

---

Least stable of them? A).